C10H16N4O3 | wB97M-V/def2-TZVPD

The geometry in XYZ format:
```
33
Properties=species:S:1:pos:R:3:forces:R:3:lowdin_charge:R:1
C -4.5868 -0.2830 0.7346 0.1 0.3 0.2 -0.0149
C -3.1496 0.0337 0.4696 -0.3 0.2 0.4 -0.3037
N -2.4954 0.9883 0.9799 0.8 0.3 0.0 0.0546
O -3.1753 1.8202 1.8614 -0.4 -0.3 -0.1 -0.0341
H -2.5130 2.4782 2.1146 -0.1 -0.3 -0.2 0.1003
C -2.3918 -0.8666 -0.4817 -0.3 0.1 -0.2 -0.2548
N -1.0277 -0.3516 -0.6557 0.8 -0.9 0.8 -0.2087
C -0.0713 -0.8205 0.0918 -0.7 0.0 -0.3 0.0522
C 1.2886 -0.4242 0.1466 0.5 0.3 -0.1 -0.2498
N 2.1920 -1.1660 0.7949 -0.4 -0.2 0.0 0.1462
C 3.3744 -0.5528 0.6565 -0.1 0.3 -0.2 -0.3047
C 3.2198 0.6104 -0.0915 0.0 0.0 0.0 -0.1977
N 1.9046 0.6659 -0.3981 -0.3 -0.4 0.1 -0.0436
O 1.3426 1.7027 -1.0735 -0.1 0.3 -0.1 0.0424
H 0.4030 1.3779 -1.3487 0.4 -0.2 0.3 0.0732
C 4.1720 1.6594 -0.5241 -0.2 0.0 -0.1 -0.0045
H 5.1643 1.4466 -0.1382 0.1 0.0 0.0 0.0780
H 3.8429 2.6341 -0.1644 0.1 0.1 0.0 0.0864
H 4.2106 1.7081 -1.6123 0.1 0.1 0.0 0.0876
C 4.6255 -1.1005 1.2463 0.0 0.1 -0.1 -0.0371
H 4.3909 -2.0155 1.7812 0.0 -0.1 0.0 0.0742
H 5.3537 -1.3197 0.4664 0.1 -0.1 0.0 0.0770
H 5.0694 -0.3857 1.9379 0.1 0.0 0.1 0.0763
H -0.3038 -1.6495 0.7411 -0.2 0.0 0.0 0.1409
O -0.8870 0.5822 -1.5281 0.1 0.6 -0.6 -0.0780
C -3.0781 -0.9517 -1.8431 0.2 0.0 0.1 -0.0249
H -2.5191 -1.6203 -2.4937 0.0 0.0 -0.1 0.0898
H -4.0905 -1.3271 -1.7368 -0.1 -0.1 0.0 0.0771
H -3.0987 0.0345 -2.2995 0.0 0.0 0.0 0.0885
H -2.3250 -1.8654 -0.0345 0.1 0.1 0.0 0.1536
H -4.8614 0.1040 1.7137 -0.1 -0.1 0.0 0.0782
H -5.2144 0.2085 -0.0079 -0.1 0.0 -0.1 0.0946
H -4.7654 -1.3545 0.6952 0.0 -0.1 0.0 0.0851
```
Forces are in eV/Å.

* E_tot: -22728.175 eV
* relative energy (zero: lowest compared OMol25 entry of this formula, charge and spin): 4.236 eV
* charge: 0
* HOMO level: -0.281 Eh